Run A
Density functional theory data (ωB97M-V with the def2-TZVPD basis set) for the ion C5H14N3 with charge +1.

Summary:
E_LUMO, eV: -8.0
Orbital gap, hartree: 0.2553
Total charge: +1

Last column: natural (NBO) charge in e.
Positions of all 22 atoms, in Å:
C (2.142, -0.328, 1.251)  -0.61
C (2.019, 0.856, 0.287)  -0.41
C (1.541, 0.428, -1.110)  -0.37
C (0.219, -0.401, -1.093)  -0.35
N (-0.668, -0.070, -0.093)  0.07
C (-2.016, -0.222, -0.360)  0.13
N (-2.465, -1.153, 0.682)  -0.62
N (-2.728, 1.059, -0.248)  -0.76
H (2.794, -0.115, 2.090)  0.24
H (2.580, -1.179, 0.720)  0.20
H (1.177, -0.670, 1.615)  0.20
H (2.963, 1.398, 0.286)  0.24
H (1.247, 1.556, 0.621)  0.20
H (1.194, 1.324, -1.599)  0.23
H (2.290, -0.100, -1.685)  0.24
H (0.411, -1.485, -0.961)  0.35
H (-0.262, -0.316, -2.082)  0.25
H (-2.300, -0.651, -1.322)  0.20
H (-1.783, -1.889, 0.877)  0.39
H (-2.559, -0.643, 1.564)  0.39
H (-2.200, 1.730, 0.305)  0.39
H (-3.595, 0.873, 0.255)  0.39

---

Run B
Density functional theory data (ωB97M-V with the def2-TZVPD basis set) for a cluster of 2 separate species, C5H14N3 in total.

Summary:
E_LUMO, eV: -3.1
Orbital gap, hartree: 0.3200
Total charge: +1

Last column: natural (NBO) charge in e.
Positions of all 22 atoms, in Å:
C (-2.844, -0.225, 1.135)  -0.41
N (-1.622, 0.427, 0.650)  -0.52
C (-1.284, 1.641, 0.961)  0.39
N (-0.311, 2.327, 0.401)  -0.73
H (-2.585, -1.128, 1.685)  0.23
H (-3.443, -0.524, 0.276)  0.23
H (-3.401, 0.445, 1.779)  0.22
H (-1.166, -0.036, -0.140)  0.45
H (-1.853, 2.129, 1.742)  0.22
H (0.384, 1.935, -0.221)  0.43
H (-0.072, 3.235, 0.769)  0.43
C (0.300, -0.103, -1.826)  -0.59
C (1.143, -0.425, -0.843)  0.03
N (2.144, -1.348, -0.924)  -0.58
C (2.476, -2.149, 0.240)  -0.41
H (0.321, -0.704, -2.729)  0.23
H (-0.283, 0.805, -1.866)  0.20
H (1.082, 0.023, 0.155)  0.16
H (2.178, -1.856, -1.799)  0.39
H (3.431, -2.640, 0.089)  0.23
H (2.537, -1.493, 1.109)  0.20
H (1.708, -2.892, 0.466)  0.19

---

Run C
Density functional theory data (ωB97M-V with the def2-TZVPD basis set) for a cluster of 2 separate species, C5H14N3 in total.

Summary:
E_LUMO, eV: -7.5
Orbital gap, hartree: 0.1878
Total charge: +1

Last column: natural (NBO) charge in e.
Positions of all 22 atoms, in Å:
N (2.703, -0.134, -0.259)  -0.82
C (1.566, -0.366, 0.589)  -0.22
C (0.791, -1.596, 0.106)  -0.24
N (-0.413, -1.944, 0.873)  -0.76
H (3.587, -0.198, 0.252)  0.38
H (2.708, 0.737, -0.778)  0.38
H (0.893, 0.486, 0.536)  0.16
H (1.805, -0.538, 1.658)  0.20
H (0.481, -1.407, -0.931)  0.18
H (1.468, -2.467, 0.159)  0.23
H (-0.134, -2.408, 1.747)  0.38
H (-0.857, -1.083, 1.177)  0.32
C (-1.451, 1.465, -0.997)  -0.08
C (-1.533, 1.019, -2.265)  -0.25
C (-1.080, 0.979, 1.461)  -0.07
N (-1.466, 0.568, 0.054)  -0.44
H (-1.304, 2.514, -0.765)  0.23
H (-1.484, -0.055, -2.489)  0.22
H (-1.446, 1.649, -3.146)  0.25
H (-2.077, 0.997, 1.970)  0.27
H (-0.619, 1.942, 1.206)  0.22
H (-2.139, -0.160, -0.158)  0.44

---

Taking the most stable structure as the zero point, the relative energies in hartree are run A 0.1380; run B 0.0000; run C 0.1849.

---

Run A
Density functional theory data (ωB97M-V with the def2-TZVPD basis set) for a cluster of 3 separate species, C5H14N3 in total.

Summary:
E_LUMO, eV: -8.3
Orbital gap, hartree: 0.1725
Total charge: +1

Last column: natural (NBO) charge in e.
Positions of all 22 atoms, in Å:
C (-3.039, -0.232, -0.756)  -0.70
C (-1.723, -0.882, -0.562)  -0.10
C (-0.897, -1.662, -1.422)  -0.30
C (0.674, 1.066, 0.686)  0.05
N (3.749, -0.290, -0.309)  -0.60
C (2.481, -0.435, -0.108)  0.22
N (1.509, 0.391, -0.478)  -0.48
N (-2.028, 1.497, 2.197)  -1.08
H (-2.737, 0.863, -0.634)  0.26
H (-3.506, -0.509, -1.866)  0.23
H (-3.935, -0.619, -0.217)  0.27
H (-1.225, -0.584, 0.416)  0.18
H (-1.334, -2.293, -2.102)  0.23
H (0.144, -1.520, -1.171)  0.19
H (0.851, 2.076, 0.364)  0.24
H (1.120, 0.680, 1.632)  0.25
H (4.471, -1.010, -0.181)  0.41
H (2.244, -0.985, 0.804)  0.16
H (1.919, 1.097, -1.112)  0.44
H (-1.112, 1.576, 1.683)  0.33
H (-2.347, 2.269, 2.803)  0.40
H (-2.136, 0.637, 2.674)  0.37

---

Run B
Density functional theory data (ωB97M-V with the def2-TZVPD basis set) for a cluster of 3 separate species, C5H14N3 in total.

Summary:
E_LUMO, eV: -8.4
Orbital gap, hartree: 0.1376
Total charge: +1

Last column: natural (NBO) charge in e.
Positions of all 22 atoms, in Å:
C (1.853, -0.256, -1.044)  -0.63
C (1.119, -1.522, -0.759)  -0.18
C (0.200, -2.171, -1.508)  -0.42
C (-0.587, 0.870, 0.832)  0.14
N (-3.854, 0.231, -0.149)  -0.52
C (-2.933, 0.293, 0.699)  0.28
N (-1.557, -0.055, 0.429)  -0.52
N (2.402, 1.227, 1.461)  -0.95
H (1.420, 0.492, -0.413)  0.18
H (1.624, 0.066, -2.065)  0.22
H (2.921, -0.368, -0.884)  0.25
H (1.328, -2.001, 0.216)  0.21
H (0.263, -2.399, -2.573)  0.22
H (-0.775, -2.341, -1.050)  0.19
H (-0.721, 1.730, 0.164)  0.26
H (-0.752, 0.970, 1.912)  0.23
H (-3.551, 0.580, -1.061)  0.37
H (-3.186, 0.525, 1.733)  0.21
H (-1.462, -0.214, -0.574)  0.42
H (1.483, 0.809, 1.242)  0.31
H (2.403, 2.099, 0.935)  0.37
H (2.363, 1.435, 2.456)  0.38

---

Taking the most stable structure as the zero point, the relative energies in hartree are run A 0.0199; run B 0.0000.

---

Run A
Density functional theory data (ωB97M-V with the def2-TZVPD basis set) for an isolated molecule of C4H6F2O.

Summary:
E_LUMO, eV: 0.6
Orbital gap, hartree: 0.4088

Last column: natural (NBO) charge in e.
Positions of all 13 atoms, in Å:
C (0.643, -0.081, -1.302)  -0.60
C (0.090, 0.307, 0.060)  -0.40
C (-1.275, 0.917, 0.027)  0.44
O (-1.850, 1.190, -1.003)  -0.50
C (0.109, -0.815, 1.107)  0.58
F (1.448, -1.287, 1.262)  -0.37
F (-0.041, -0.264, 2.350)  -0.35
H (1.673, -0.329, -1.316)  0.23
H (0.118, -0.904, -1.695)  0.21
H (0.441, 0.778, -1.942)  0.23
H (0.807, 1.025, 0.453)  0.25
H (-1.639, 1.130, 1.008)  0.13
H (-0.523, -1.668, 0.992)  0.15

---

Run B
Density functional theory data (ωB97M-V with the def2-TZVPD basis set) for a cluster of 2 separate species, C4H6F2O in total.

Summary:
E_LUMO (alpha / beta), eV: 0.7 / 0.7
Orbital gap (alpha / beta), hartree: 0.3233 / 0.3232

Last column: natural (NBO) charge in e.
Positions of all 13 atoms, in Å:
C (0.294, 0.018, 1.458)  0.65
C (1.170, 1.185, 1.364)  -0.77
C (-1.249, -1.185, -1.356)  -0.71
C (-0.247, -0.089, -0.806)  0.58
O (-0.318, -0.609, 2.266)  -0.49
F (-0.644, 1.203, -1.083)  -0.38
F (1.023, -0.088, -1.307)  -0.38
H (0.613, 1.934, 0.939)  0.27
H (1.914, 0.793, 0.590)  0.27
H (1.766, 1.286, 2.351)  0.24
H (-2.223, -0.750, -1.577)  0.24
H (-0.712, -1.610, -2.205)  0.23
H (-1.387, -2.088, -0.634)  0.24

---

Taking the most stable structure as the zero point, the relative energies in hartree are run A 0.0000; run B 0.0907.

---

Run A
Density functional theory data (ωB97M-V with the def2-TZVPD basis set) for a cluster of 10 separate species, H19O10 in total.

Summary:
E_LUMO, eV: 3.2
Orbital gap, hartree: 0.3733
Total charge: -1

Last column: natural (NBO) charge in e.
Positions of all 29 atoms, in Å:
O (24.224, 40.477, 53.490)  -1.28
H (24.949, 40.612, 52.847)  0.46
O (22.001, 38.249, 52.073)  -1.00
H (21.626, 38.842, 52.645)  0.48
H (22.948, 38.171, 52.124)  0.49
O (21.485, 40.855, 53.405)  -1.01
H (20.939, 41.236, 52.595)  0.48
H (22.448, 40.845, 53.350)  0.52
O (27.776, 39.235, 51.889)  -0.92
H (28.427, 38.516, 51.781)  0.46
H (27.189, 38.936, 52.416)  0.46
O (23.866, 42.037, 51.087)  -0.98
H (23.691, 41.556, 51.895)  0.50
H (23.765, 41.395, 50.301)  0.48
O (25.311, 42.642, 54.855)  -0.98
H (26.194, 42.252, 55.267)  0.45
H (24.812, 41.868, 54.589)  0.51
O (26.473, 38.684, 54.857)  -1.00
H (25.634, 38.983, 54.269)  0.51
H (27.028, 39.348, 55.203)  0.47
O (24.791, 37.933, 52.390)  -1.01
H (24.613, 37.328, 53.114)  0.47
H (24.536, 38.923, 52.738)  0.50
O (23.569, 39.658, 55.908)  -0.99
H (23.767, 39.863, 54.941)  0.50
H (23.131, 40.465, 56.193)  0.46
O (26.105, 43.511, 51.286)  -0.95
H (26.207, 43.989, 51.932)  0.44
H (25.409, 42.926, 51.257)  0.49

---

Run B
Density functional theory data (ωB97M-V with the def2-TZVPD basis set) for a cluster of 10 separate species, H19O10 in total.

Summary:
E_LUMO, eV: 2.5
Orbital gap, hartree: 0.2283
Total charge: -1

Last column: natural (NBO) charge in e.
Positions of all 29 atoms, in Å:
O (-14.707, 25.435, -18.215)  -1.38
H (-14.906, 25.991, -17.437)  0.38
O (-12.442, 28.078, -21.080)  -0.95
H (-12.031, 27.565, -21.776)  0.46
H (-12.982, 27.448, -20.604)  0.49
O (-14.240, 23.025, -14.455)  -0.95
H (-14.133, 23.402, -15.329)  0.49
H (-14.886, 23.587, -14.029)  0.47
O (-17.671, 21.827, -17.668)  -0.95
H (-17.061, 22.562, -17.742)  0.49
H (-18.507, 22.178, -17.976)  0.46
O (-16.889, 30.651, -18.084)  -0.95
H (-15.946, 30.616, -17.925)  0.47
H (-17.012, 30.172, -18.904)  0.47
O (-14.090, 23.232, -22.546)  -0.94
H (-13.397, 23.702, -23.010)  0.46
H (-13.988, 23.495, -21.631)  0.48
O (-10.450, 23.626, -18.286)  -0.95
H (-10.395, 22.693, -18.491)  0.46
H (-11.376, 23.842, -18.392)  0.49
O (-18.180, 26.777, -20.963)  -0.95
H (-18.845, 26.119, -20.762)  0.46
H (-17.412, 26.504, -20.461)  0.49
O (-12.847, 27.630, -14.954)  -0.95
H (-13.012, 27.369, -15.860)  0.48
H (-13.668, 27.444, -14.498)  0.47
O (-17.329, 26.220, -12.757)  -0.93
H (-17.900, 26.169, -11.991)  0.46
H (-17.926, 26.355, -13.493)  0.47

---

Taking the most stable structure as the zero point, the relative energies in hartree are run A 0.0000; run B 0.0105.

---

Run A
Density functional theory data (ωB97M-V with the def2-TZVPD basis set) for a cluster of 2 separate species, ClH3NO2P in total.

Summary:
E_LUMO, eV: -0.3
Orbital gap, hartree: 0.4050

Last column: natural (NBO) charge in e.
Positions of all 8 atoms, in Å:
N (-0.160, -1.034, 0.405)  -1.15
P (-1.018, 0.319, -0.040)  2.38
O (-2.463, 0.250, 0.133)  -0.99
O (-0.214, 1.411, -0.615)  -1.04
H (-0.863, -1.567, 0.673)  0.40
H (0.782, -1.109, 0.712)  0.45
Cl (2.532, 0.531, -0.679)  -0.37
H (1.405, 1.198, -0.588)  0.32

---

Run B
Density functional theory data (ωB97M-V with the def2-TZVPD basis set) for an isolated molecule of ClH3NO2P.

Summary:
E_LUMO, eV: 0.7
Orbital gap, hartree: 0.3666

Last column: natural (NBO) charge in e.
Positions of all 8 atoms, in Å:
N (-1.296, -0.669, -0.061)  -0.56
O (0.038, -1.021, -0.099)  -0.66
P (1.034, 0.332, -0.673)  1.31
O (0.654, 1.600, 0.384)  -0.99
Cl (2.595, -0.628, 0.221)  -0.31
H (-1.760, -1.555, -0.528)  0.35
H (-1.669, -0.482, 0.857)  0.35
H (0.403, 2.424, -0.102)  0.51

---

Run C
Density functional theory data (ωB97M-V with the def2-TZVPD basis set) for an isolated molecule of ClH3NO2P.

Summary:
E_LUMO, eV: 0.8
Orbital gap, hartree: 0.3523

Last column: natural (NBO) charge in e.
Positions of all 8 atoms, in Å:
N (0.201, 1.143, 1.182)  -0.54
O (0.696, 0.150, 0.333)  -0.68
P (-0.482, -1.326, -0.238)  1.28
O (-0.984, -0.646, -1.625)  -1.00
Cl (0.934, -2.448, -0.965)  -0.25
H (0.696, 1.028, 2.068)  0.33
H (0.529, 2.010, 0.758)  0.34
H (-1.590, 0.089, -1.513)  0.51

---

Taking the most stable structure as the zero point, the relative energies in hartree are run A 0.0000; run B 0.0740; run C 0.0864.

---

Run A
Density functional theory data (ωB97M-V with the def2-TZVPD basis set) for a cluster of 2 separate species, C3H5NOS in total.

Summary:
E_LUMO, eV: 0.2
Orbital gap, hartree: 0.2805

Last column: natural (NBO) charge in e.
Positions of all 11 atoms, in Å:
O (-0.872, 1.325, -0.163)  -0.63
C (0.320, 0.800, -0.300)  0.43
N (1.316, 0.996, 0.525)  -0.59
S (2.841, 0.266, 0.255)  -0.31
H (-1.389, 0.979, -0.879)  0.50
H (0.680, 0.359, -1.127)  0.18
H (1.068, 1.613, 1.281)  0.40
C (-0.847, -1.377, 0.645)  -0.23
C (-1.331, -1.852, -0.349)  -0.25
H (-0.262, -1.158, 1.498)  0.25
H (-1.523, -1.949, -1.387)  0.23

---

Run B
Density functional theory data (ωB97M-V with the def2-TZVPD basis set) for a structure of composition C3H5NOS.

Summary:
E_LUMO, eV: 0.9
Orbital gap, hartree: 0.3340

Last column: natural (NBO) charge in e.
Positions of all 11 atoms, in Å:
C (1.375, -0.867, 0.832)  -0.67
C (0.502, -0.105, -0.111)  0.54
C (-1.608, 0.678, -0.521)  -0.22
H (0.984, -1.887, 1.077)  0.24
H (2.385, -0.927, 0.479)  0.24
H (1.352, -0.302, 1.794)  0.24
H (-2.222, 1.389, -0.004)  0.19
H (-2.411, 0.067, -0.978)  0.18
N (0.857, 0.507, -1.186)  -0.61
O (-0.767, -0.010, 0.337)  -0.49
S (-0.446, 1.456, -1.719)  0.36

---

Run C
Density functional theory data (ωB97M-V with the def2-TZVPD basis set) for an isolated molecule of C3H5NOS.

Summary:
E_LUMO, eV: -0.1
Orbital gap, hartree: 0.3071

Last column: natural (NBO) charge in e.
Positions of all 11 atoms, in Å:
C (-1.337, -2.011, -1.001)  -0.06
C (-0.504, -1.491, -0.294)  -0.40
S (0.853, -0.566, 0.153)  1.73
C (-0.176, 0.748, 0.842)  -0.78
N (1.593, 0.178, -1.549)  -0.94
O (1.829, -1.157, 1.075)  -0.87
H (-2.295, -2.368, -1.159)  0.23
H (-0.799, 0.127, 1.365)  0.23
H (0.495, 1.326, 1.500)  0.26
H (-0.683, 1.272, 0.003)  0.28
H (2.320, -0.498, -1.879)  0.32

---

Taking the most stable structure as the zero point, the relative energies in hartree are run A 0.1266; run B 0.0000; run C 0.2266.